Record 1
Below is a structure of composition C22H43BNO12Ti, with properties calculated with the ωB97M-V functional and the def2-TZVPD basis.

## Properties
ΔE to the lowest compared entry with this formula, charge and spin = 3.400 eV
HOMO (spin up / spin down) = -5.34 / -9.16 eV
Lowest unoccupied orbital energy (spin up / spin down) = -0.28 / -0.35 eV

```
! wB97M-V def2-TZVPD RIJCOSX def2/J DEFGRID3
* xyz 0 4
Ti 0.328 0.242 -0.523
O 0.784 2.556 0.147
C 1.556 3.531 -0.070
O 2.052 3.911 -1.252
B 3.045 5.011 -0.928
O 3.132 5.225 0.536
C 2.072 4.538 1.067
O 1.669 4.589 2.223
O 2.737 6.333 -1.693
C 3.515 6.403 -2.803
O 3.368 7.149 -3.746
C 4.575 5.415 -2.605
O 4.377 4.722 -1.511
O 5.593 5.305 -3.372
C 4.437 -1.821 -0.329
C 3.502 -0.994 0.660
C 4.225 0.110 1.377
O 2.431 -0.339 -0.061
H 5.396 -2.006 0.153
H 4.610 -1.370 -1.306
H 3.927 -2.720 -0.675
H 3.050 -1.571 1.468
H 5.144 -0.273 1.820
H 3.607 0.468 2.201
H 4.524 0.924 0.717
H 2.874 0.078 -0.803
C -1.321 0.916 -4.516
C -1.844 1.432 -3.125
C -3.392 1.262 -3.098
O -1.263 0.554 -2.186
H -1.624 -0.128 -4.593
H -0.251 0.839 -4.708
H -1.852 1.404 -5.334
H -1.555 2.478 -3.018
H -3.936 2.024 -3.656
H -3.615 1.392 -2.039
H -3.723 0.257 -3.361
H -1.164 -0.308 -2.598
C 0.942 -4.189 -0.903
C 0.921 -3.083 -1.964
C 0.937 -3.410 -3.475
O -0.061 -2.095 -1.891
H 1.569 -5.047 -1.143
H -0.099 -4.480 -0.758
H 1.337 -3.793 0.032
H 1.892 -2.612 -1.809
H 0.666 -2.571 -4.116
H 0.221 -4.210 -3.662
H 1.945 -3.688 -3.781
H -0.858 -2.498 -2.244
C -3.031 -1.217 0.430
C -3.109 -0.286 1.680
C -4.238 -0.708 2.782
C -3.824 -1.947 3.699
C -2.393 -1.690 4.188
C -1.285 -1.180 3.293
N -1.838 -0.093 2.428
O -0.897 0.522 1.683
C -0.140 -0.655 4.236
C -0.830 -2.410 2.453
C -3.546 1.172 1.279
H -3.859 -1.045 -0.258
H -2.998 -2.294 0.595
H -2.166 -0.962 -0.183
H -4.481 0.175 3.372
H -5.190 -0.893 2.285
H -3.959 -2.914 3.215
H -4.553 -1.928 4.509
H -2.033 -2.517 4.799
H -2.608 -1.001 5.005
H 0.099 -1.424 4.970
H 0.722 -0.539 3.579
H -0.222 0.189 4.920
H -1.702 -3.009 2.190
H -0.272 -2.195 1.542
H -0.087 -3.047 2.933
H -4.514 1.086 0.786
H -2.899 1.707 0.584
H -3.629 1.888 2.098
H -0.920 1.355 2.160
*
```

---

Record 2
Below is a structure of composition C22H43F9O17S5, with properties calculated with the ωB97M-V functional and the def2-TZVPD basis.

## Properties
ΔE to the lowest compared entry with this formula, charge and spin = 4.244 eV
HOMO = -10.74 eV
Lowest unoccupied orbital energy = -0.03 eV

```
! wB97M-V def2-TZVPD RIJCOSX def2/J DEFGRID3
* xyz 0 1
C 4.824 -4.530 3.165
C 4.566 -3.236 2.235
C 4.609 -1.877 3.132
C 4.848 -0.540 2.270
O 3.698 0.339 2.173
C 3.617 1.226 3.279
O 4.522 2.383 3.112
S 4.089 3.288 4.479
O 4.732 2.696 5.690
O 4.358 4.745 4.340
O 2.468 2.804 4.690
C 2.188 1.922 3.569
C 0.991 0.853 3.743
F 1.647 -0.367 4.075
F 0.209 1.201 4.852
C 0.179 0.771 2.377
F 0.943 0.342 1.285
F -0.204 2.106 2.066
C -1.179 -0.069 2.433
F -1.502 -0.374 1.084
F -2.275 0.652 2.923
C -1.086 -1.471 3.182
F -2.297 -2.143 2.914
F -0.048 -2.200 2.616
F -1.004 -1.385 4.563
H 3.855 -5.121 3.322
H 5.578 -5.244 2.694
H 5.228 -4.243 4.184
H 3.489 -3.317 1.869
H 5.330 -3.228 1.400
H 5.507 -2.023 3.833
H 3.686 -1.860 3.790
H 5.191 -0.878 1.217
H 5.678 0.060 2.776
H 4.095 0.633 4.126
H 2.125 2.649 2.699
O -8.899 2.404 2.382
S -8.057 1.363 1.857
O -7.551 0.304 2.690
O -6.816 2.041 1.069
C -5.991 2.969 1.775
C -5.069 2.271 2.759
C -8.848 0.635 0.452
H -6.604 3.723 2.275
H -5.388 3.487 1.027
H -5.635 1.798 3.563
H -4.375 2.982 3.211
H -4.499 1.484 2.259
H -9.201 1.426 -0.207
H -9.689 0.045 0.815
H -8.136 -0.011 -0.059
O 5.882 -1.458 -1.323
S 4.646 -1.804 -1.977
O 4.207 -3.167 -2.106
O 4.611 -1.106 -3.435
C 5.683 -1.376 -4.345
C 5.581 -2.770 -4.939
C 3.332 -0.870 -1.244
H 6.648 -1.224 -3.856
H 5.607 -0.640 -5.147
H 5.721 -3.537 -4.175
H 6.342 -2.919 -5.706
H 4.594 -2.930 -5.379
H 3.631 0.173 -1.173
H 3.153 -1.277 -0.248
H 2.438 -0.980 -1.855
O -11.431 -0.562 -3.545
S -11.378 -1.388 -2.369
O -10.252 -1.359 -1.472
O -11.668 -2.921 -2.790
C -10.839 -3.519 -3.790
C -9.461 -3.860 -3.252
C -12.848 -1.131 -1.420
H -10.771 -2.872 -4.668
H -11.337 -4.439 -4.103
H -8.904 -2.958 -2.991
H -8.881 -4.409 -3.996
H -9.541 -4.463 -2.344
H -13.712 -1.189 -2.081
H -12.784 -0.140 -0.971
H -12.901 -1.889 -0.639
O 8.113 1.859 -2.371
S 6.917 2.352 -2.998
O 6.525 1.935 -4.319
O 6.925 3.969 -2.945
C 8.041 4.660 -3.510
C 8.006 4.645 -5.028
C 5.548 2.097 -1.908
H 8.980 4.246 -3.132
H 7.981 5.693 -3.162
H 8.134 3.634 -5.416
H 8.805 5.265 -5.438
H 7.044 5.013 -5.394
H 5.816 2.445 -0.911
H 5.336 1.028 -1.887
H 4.684 2.639 -2.291
*
```

---

Record 3
Below is a structure of composition C22H43N2O15V2, with properties calculated with the ωB97M-V functional and the def2-TZVPD basis.

## Properties
ΔE to the lowest compared entry with this formula, charge and spin = 1.179 eV
HOMO = -10.88 eV
Lowest unoccupied orbital energy = -5.69 eV

```
! wB97M-V def2-TZVPD RIJCOSX def2/J DEFGRID3
* xyz 1 1
O -1.687 -0.071 2.992
V -2.359 -1.184 2.077
O -3.550 -0.553 1.293
O 0.445 -4.112 1.326
V -0.604 -3.683 0.233
O 0.126 -3.846 -1.135
C 1.632 -0.644 0.042
C 0.158 -0.363 0.265
O -0.608 -1.439 0.758
H 1.698 -1.621 -0.455
H 2.243 -0.819 0.922
H 2.013 0.104 -0.651
H -0.258 -0.007 -0.688
H 0.019 0.571 0.827
C 6.391 1.252 -2.584
O 4.995 1.223 -2.806
C 4.348 -0.023 -2.695
C 3.080 0.097 -3.534
O 2.124 1.048 -3.188
C 1.182 1.170 -4.247
H 6.885 0.613 -3.321
H 6.593 0.998 -1.540
H 6.777 2.256 -2.756
H 4.156 -0.292 -1.646
H 4.943 -0.857 -3.085
H 2.650 -0.905 -3.329
H 3.433 0.195 -4.566
H 0.779 0.173 -4.481
H 1.690 1.413 -5.185
H 0.402 1.846 -3.930
C 2.262 -1.948 3.659
O 1.418 -2.972 4.194
C 0.122 -2.512 4.379
C -0.062 -1.559 5.571
O -1.428 -1.297 5.716
C -1.655 -0.323 6.710
H 2.590 -2.310 2.680
H 3.171 -1.827 4.246
H 1.752 -0.996 3.518
H -0.576 -3.320 4.626
H -0.282 -1.937 3.528
H 0.458 -0.625 5.319
H 0.436 -2.047 6.416
H -2.681 -0.352 7.078
H -1.529 0.683 6.300
H -1.030 -0.425 7.598
C -3.820 -2.812 -0.810
O -2.668 -3.023 -0.392
N -4.911 -3.499 -0.504
C -6.186 -2.894 -0.877
C -4.898 -4.596 0.454
H -3.981 -2.054 -1.582
H -7.030 -3.568 -0.988
H -6.060 -2.378 -1.830
H -6.453 -2.116 -0.158
H -5.425 -4.283 1.352
H -5.285 -5.489 -0.038
H -3.866 -4.880 0.658
C 3.701 2.715 3.768
O 4.043 3.527 4.601
N 3.431 2.973 2.480
C 3.097 1.923 1.509
C 3.566 4.292 1.909
H 3.521 1.645 3.990
H 2.413 2.400 0.808
H 2.726 1.071 2.069
H 3.983 1.657 0.927
H 4.300 4.322 1.100
H 2.623 4.702 1.544
H 3.942 5.033 2.614
C -3.854 1.686 -4.792
C -4.043 2.937 -5.252
C -3.302 4.107 -4.677
O -3.536 5.256 -4.930
C -2.286 3.751 -3.635
C -2.203 2.524 -3.130
C -2.974 1.339 -3.665
O -2.938 0.259 -3.122
O -1.220 2.249 -2.232
O -4.799 3.206 -6.327
H -4.372 0.893 -5.322
H -1.617 4.540 -3.324
H -1.399 1.409 -1.782
H -4.885 2.408 -6.865
*
```

---

Record 4
Below is a structure of composition C22H43O10Rb2, with properties calculated with the ωB97M-V functional and the def2-TZVPD basis.

## Properties
ΔE to the lowest compared entry with this formula, charge and spin = 5.698 eV
HOMO = -9.67 eV
Lowest unoccupied orbital energy = -4.46 eV

```
! wB97M-V def2-TZVPD RIJCOSX def2/J DEFGRID3
* xyz 1 1
Rb 1.035 3.412 -5.964
Rb -1.377 -2.085 -7.620
O 0.828 -0.682 -1.929
C 0.096 -1.048 -3.012
O -0.126 -0.178 -3.887
O -0.413 -2.140 -3.085
H 0.996 0.238 -2.144
C -5.556 -3.746 -3.792
C -6.024 -2.413 -3.213
O -6.858 -2.360 -2.320
C -5.378 -1.202 -3.882
H -5.895 -3.914 -4.814
H -5.866 -4.648 -3.263
H -4.469 -3.695 -3.732
H -5.439 -1.286 -4.967
H -4.332 -1.057 -3.613
H -5.930 -0.321 -3.557
C -2.733 -2.476 4.204
C -2.599 -3.550 3.135
O -2.197 -4.652 3.483
C -2.975 -3.198 1.658
H -2.204 -2.777 5.108
H -3.784 -2.396 4.483
H -2.270 -1.573 3.807
H -2.128 -2.622 1.287
H -3.857 -2.559 1.610
H -3.082 -4.090 1.042
C 5.920 -0.208 0.060
C 7.146 0.545 0.383
O 7.149 1.176 1.438
C 8.300 0.387 -0.571
H 5.893 -0.434 -1.006
H 5.059 0.316 0.474
H 6.013 -1.180 0.545
H 8.531 -0.674 -0.674
H 9.203 0.902 -0.243
H 7.895 0.626 -1.554
C 1.707 -5.924 -0.181
C 2.237 -6.075 1.245
O 2.497 -7.140 1.755
C 2.499 -4.832 1.967
H 2.159 -6.719 -0.775
H 1.886 -4.915 -0.550
H 0.624 -6.039 -0.150
H 3.487 -4.893 2.423
H 1.769 -4.714 2.768
H 2.358 -3.952 1.339
C 1.829 6.490 -0.734
C 2.444 5.083 -0.796
O 2.080 4.189 -1.582
C 3.701 4.923 0.069
H 0.765 6.397 -0.519
H 2.046 7.038 -1.651
H 2.348 7.037 0.053
H 3.433 4.885 1.125
H 4.452 5.694 -0.105
H 4.131 3.949 -0.168
C -5.171 2.873 0.004
C -3.859 3.628 -0.201
O -3.454 4.372 0.621
C -2.976 3.165 -1.278
H -5.084 1.821 0.275
H -5.756 3.012 -0.905
H -5.708 3.441 0.763
H -2.270 2.405 -0.944
H -2.364 3.989 -1.645
H -3.604 2.712 -2.045
C -0.204 3.439 4.077
C 0.668 2.228 4.135
O 1.385 1.936 5.022
C 0.647 1.385 2.884
H -1.205 3.067 3.856
H 0.135 4.065 3.252
H -0.180 4.104 4.940
H 1.192 0.453 3.035
H 1.168 1.883 2.066
H -0.385 1.102 2.677
*
```

---

Q: What is the ΔE to the lowest compared entry with this formula, charge and spin in the third record?
A: 1.179 eV

---

What did the third record say?
Below is a structure of composition C22H43N2O15V2, with properties calculated with the ωB97M-V functional and the def2-TZVPD basis.

## Properties
ΔE to the lowest compared entry with this formula, charge and spin = 1.179 eV
HOMO = -10.88 eV
Lowest unoccupied orbital energy = -5.69 eV

```
! wB97M-V def2-TZVPD RIJCOSX def2/J DEFGRID3
* xyz 1 1
O -1.687 -0.071 2.992
V -2.359 -1.184 2.077
O -3.550 -0.553 1.293
O 0.445 -4.112 1.326
V -0.604 -3.683 0.233
O 0.126 -3.846 -1.135
C 1.632 -0.644 0.042
C 0.158 -0.363 0.265
O -0.608 -1.439 0.758
H 1.698 -1.621 -0.455
H 2.243 -0.819 0.922
H 2.013 0.104 -0.651
H -0.258 -0.007 -0.688
H 0.019 0.571 0.827
C 6.391 1.252 -2.584
O 4.995 1.223 -2.806
C 4.348 -0.023 -2.695
C 3.080 0.097 -3.534
O 2.124 1.048 -3.188
C 1.182 1.170 -4.247
H 6.885 0.613 -3.321
H 6.593 0.998 -1.540
H 6.777 2.256 -2.756
H 4.156 -0.292 -1.646
H 4.943 -0.857 -3.085
H 2.650 -0.905 -3.329
H 3.433 0.195 -4.566
H 0.779 0.173 -4.481
H 1.690 1.413 -5.185
H 0.402 1.846 -3.930
C 2.262 -1.948 3.659
O 1.418 -2.972 4.194
C 0.122 -2.512 4.379
C -0.062 -1.559 5.571
O -1.428 -1.297 5.716
C -1.655 -0.323 6.710
H 2.590 -2.310 2.680
H 3.171 -1.827 4.246
H 1.752 -0.996 3.518
H -0.576 -3.320 4.626
H -0.282 -1.937 3.528
H 0.458 -0.625 5.319
H 0.436 -2.047 6.416
H -2.681 -0.352 7.078
H -1.529 0.683 6.300
H -1.030 -0.425 7.598
C -3.820 -2.812 -0.810
O -2.668 -3.023 -0.392
N -4.911 -3.499 -0.504
C -6.186 -2.894 -0.877
C -4.898 -4.596 0.454
H -3.981 -2.054 -1.582
H -7.030 -3.568 -0.988
H -6.060 -2.378 -1.830
H -6.453 -2.116 -0.158
H -5.425 -4.283 1.352
H -5.285 -5.489 -0.038
H -3.866 -4.880 0.658
C 3.701 2.715 3.768
O 4.043 3.527 4.601
N 3.431 2.973 2.480
C 3.097 1.923 1.509
C 3.566 4.292 1.909
H 3.521 1.645 3.990
H 2.413 2.400 0.808
H 2.726 1.071 2.069
H 3.983 1.657 0.927
H 4.300 4.322 1.100
H 2.623 4.702 1.544
H 3.942 5.033 2.614
C -3.854 1.686 -4.792
C -4.043 2.937 -5.252
C -3.302 4.107 -4.677
O -3.536 5.256 -4.930
C -2.286 3.751 -3.635
C -2.203 2.524 -3.130
C -2.974 1.339 -3.665
O -2.938 0.259 -3.122
O -1.220 2.249 -2.232
O -4.799 3.206 -6.327
H -4.372 0.893 -5.322
H -1.617 4.540 -3.324
H -1.399 1.409 -1.782
H -4.885 2.408 -6.865
*
```